No. 1
The following is a quantum chemistry calculation of a single C7H7ClS molecule, from OMol25.

Geometry (Å):
C: 0.78801 -0.14835 -2.68296
H: 1.21957 0.64590 -2.20015
H: 1.00422 2.22333 1.52977
H: -1.79134 -2.22054 -0.06441
C: 0.18346 0.06884 1.60820
H: 0.03735 2.61137 -0.64004
Cl: -0.83360 -2.66811 2.16106
C: -1.09840 -1.83457 0.67539
C: -0.67811 -0.58715 0.51355
H: -0.39296 0.09590 2.55582
C: -0.03058 1.71818 -0.11586
C: -0.41092 -0.57659 -2.18483
C: 0.54122 1.37564 1.03338
H: 1.05382 -0.49618 2.04372
H: 1.44549 -0.65621 -3.37651
S: -1.03722 0.44855 -0.85612

Output
Orbital gap: 8.60 eV

Löwdin atomic charge list, values in e, 6 entries: number 1, C, carries -0.155; number 2, H, carries -0.024; number 3, H, carries 0.115; number 4, H, carries 0.078; number 5, C, carries -0.213; number 6, H, carries 0.061


No. 2
The following is a quantum chemistry calculation of a molecular structure, C7H7CrO6, from OMol25.

Geometry (Å):
O: -0.96458 2.67082 -6.05805
Cr: -1.10602 0.36372 -1.04708
C: -0.98339 2.52479 -4.92381
C: 1.49282 -0.83020 3.13685
O: -1.40882 1.15783 1.87569
C: -1.20464 0.94358 0.75383
O: -1.12497 -2.63949 -0.94568
H: -1.01349 0.33991 -2.59037
H: 2.64994 -0.35759 1.31315
H: 0.48612 -0.56528 3.47395
C: -1.11167 -1.47413 -0.99814
O: -4.06548 0.38381 -1.34376
H: 1.61105 -1.92368 3.11799
H: 1.21705 -1.64954 0.40004
C: -2.92801 0.63233 -1.39258
H: 1.32418 0.80800 1.65233
O: 1.85062 0.57571 -1.51492
H: 2.20167 -0.43615 3.87112
C: 0.69015 0.69889 -1.42504
O: 0.74158 -0.98297 0.90555
C: 1.64591 -0.24035 1.73891

Output
Net charge: +1
2S+1: 5
Orbital gap (alpha / beta): 9.72 / 7.77 eV
⟨S²⟩: 6.04

Löwdin atomic charge list, values in e, 6 entries: number 1, O, carries 0.029; number 2, Cr, carries 0.347; number 3, C, carries 0.005; number 4, C, carries -0.057; number 5, O, carries 0.219; number 6, C, carries -0.055


No. 3
The following is a quantum chemistry calculation of 2 unconnected molecules or ions with the total composition C7H7F6N2, from OMol25.

Geometry (Å):
H: -2.43425 0.75502 -1.93516
N: -1.98078 -0.15005 -0.16324
F: 2.30507 -1.42348 1.40954
F: 1.15077 -1.57281 -0.43128
F: 3.35036 -1.68668 -0.54471
F: 3.65866 0.71866 0.61122
C: -0.37152 1.05301 -1.15962
H: -3.26227 -1.82371 0.02351
H: 1.36052 0.47951 2.26029
F: 2.57443 0.66244 -1.41929
N: 0.10299 0.57025 0.03921
C: 1.25194 1.10761 0.60378
H: -4.15573 -0.29477 -0.38931
C: -3.34262 -0.75627 0.17821
C: 2.33460 -1.11140 0.04640
C: -1.64817 0.50087 -1.31572
F: 1.19342 2.43587 0.63316
H: -0.57578 -0.46690 1.67586
H: -3.41853 -0.64613 1.21228
C: 2.47390 0.44518 -0.06911
H: 0.29870 1.31440 -1.92681
C: -0.86570 -0.11063 0.66080

Output
Net charge: +1
Orbital gap: 10.16 eV

Löwdin atomic charge list, values in e, 6 entries: number 1, H, carries 0.121; number 2, N, carries -0.031; number 3, F, carries 0.092; number 4, F, carries 0.147; number 5, F, carries 0.235; number 6, F, carries 0.126


No. 4
The following is a quantum chemistry calculation of a molecular structure, C7H7FNO, from OMol25.

Geometry (Å):
O: -2.50987 -0.40838 0.15183
C: 0.11582 -2.16730 0.39918
H: 0.01934 3.23981 -0.37716
C: 0.62991 -0.17881 -1.04015
H: -0.38788 -2.59282 1.18296
H: 1.18803 1.77856 -1.90180
N: -2.77644 -1.50985 -0.19786
C: -0.74097 0.08907 0.91985
C: 0.72209 1.19037 -1.09520
H: 0.71627 -3.00372 -0.06019
C: 0.06813 2.06872 -0.23263
H: -1.02377 -0.46700 1.88830
F: -3.46813 -2.39840 1.10870
C: -0.63692 1.48245 0.78719
H: -1.35797 2.02718 1.57313
H: 1.04049 -0.64230 -1.84155
C: 0.03222 -0.82679 0.09457

Output
Net charge: -1
Orbital gap (alpha / beta): 6.70 / 6.25 eV

Löwdin atomic charge list, values in e, 6 entries: number 1, O, carries -0.136; number 2, C, carries 0.015; number 3, H, carries 0.119; number 4, C, carries -0.060; number 5, H, carries -0.002; number 6, H, carries 0.089


No. 5
The following is a quantum chemistry calculation of a molecular structure, C7H7IrO6, from OMol25.

Geometry (Å):
O: 2.56254 0.74384 -2.59417
H: 0.15587 0.67544 -0.39979
H: 0.04008 -1.33249 2.51612
C: -0.12630 3.29761 2.01554
O: -2.65477 1.24673 -2.09934
H: 2.05298 1.50351 4.54762
H: 0.25990 1.56112 4.53160
H: 2.09659 -0.52524 3.14889
Ir: -0.07284 -0.29787 -1.46192
H: 1.09801 0.22918 5.41559
C: -1.66728 0.59356 -1.95716
O: -0.19201 4.18982 2.78548
H: 1.00361 0.74868 2.32995
C: 1.09375 0.04740 3.20271
O: -0.33601 -3.54451 -4.70712
C: 1.15657 1.01031 4.57270
O: 0.06206 -2.22785 0.86884
C: 0.01267 -1.61230 -0.14460
C: 1.57714 0.30996 -2.22166
O: -0.04268 -0.88929 3.28179
C: 0.09491 -2.75291 -4.04066

Output
Net charge: +2
2S+1: 5
Orbital gap (alpha / beta): 7.80 / 6.00 eV
⟨S²⟩: 6.02

Löwdin atomic charge list, values in e, 6 entries: number 1, O, carries 0.243; number 2, H, carries -0.029; number 3, H, carries 0.002; number 4, C, carries 0.046; number 5, O, carries 0.192; number 6, H, carries 0.055


No. 6
The following is a quantum chemistry calculation of a single C7H7N molecule, from OMol25.

Geometry (Å):
H: -0.43680 -1.44150 2.07023
C: 0.86835 0.18743 0.31645
H: -1.84137 1.30034 -0.39925
C: -0.93238 -1.04651 1.10269
H: -0.56432 -1.77321 0.32342
H: -2.14032 1.28258 1.36957
C: 2.71569 -1.12589 -0.35654
C: 1.81463 -0.45400 0.06401
N: 4.93794 -0.48067 -1.51383
C: -0.39057 0.35425 0.75587
H: -2.02718 -0.91936 1.40299
C: -1.42128 1.37382 0.59241
H: 3.17499 -1.96626 0.29921
H: -1.12176 2.48967 0.49750
C: 3.93270 -0.67947 -1.25208

Output
2S+1: 3
Orbital gap (alpha / beta): 7.31 / 8.06 eV
⟨S²⟩: 2.02

Löwdin atomic charge list, values in e, 6 entries: number 1, H, carries 0.108; number 2, C, carries 0.031; number 3, H, carries 0.084; number 4, C, carries -0.055; number 5, H, carries 0.099; number 6, H, carries 0.062


No. 7
The following is a quantum chemistry calculation of a gas-phase ion, C7H7N2O4 (charge +1), from OMol25.

Geometry (Å):
C: -2.58661 0.82479 -0.81769
H: -2.08221 1.26999 0.11519
H: -0.58726 -1.43502 2.06785
C: -0.47256 -0.96986 0.08848
C: 1.64892 0.03537 -0.87861
C: 0.40543 0.27603 1.90119
C: -1.08267 -2.30245 -0.46664
O: -3.72357 0.53954 -0.77288
H: -0.09046 0.90516 -2.80602
H: 2.06659 1.01277 -1.21136
O: 2.44282 -0.77731 -0.44726
O: -1.12100 -3.27613 0.17927
C: -0.54404 0.43346 -2.01588
C: 0.06543 -0.07602 -0.91887
H: 0.60057 0.24479 2.96021
N: 0.72689 1.20053 1.14257
N: -0.14850 -0.88188 1.32964
H: 1.13486 2.11047 1.40350
O: -1.81620 0.72696 -2.01432
H: -1.64463 -2.16786 -1.42500

Output
Net charge: +1
Orbital gap (alpha / beta): 7.55 / 7.55 eV
SMILES: [H]/N=C/[NH+]=C(C=O)\C(C=O)=C/OC=O

Löwdin atomic charge list, values in e, 6 entries: number 1, C, carries -0.252; number 2, H, carries 0.183; number 3, H, carries 0.196; number 4, C, carries -0.103; number 5, C, carries -0.186; number 6, C, carries -0.159


No. 8
The following is a quantum chemistry calculation of a molecular structure, C7H7N3O, from OMol25.

Geometry (Å):
C: 0.10350 0.14024 0.44104
N: -1.81960 -1.13780 0.15162
H: -2.91611 0.44854 2.79481
H: 2.00609 -0.05386 -2.73485
C: 1.28828 0.92740 0.28130
C: -0.45655 -0.91489 -0.36094
H: 3.61417 1.80808 -0.23527
N: -3.10409 -0.40558 1.94767
H: -3.03299 -1.67285 1.96005
C: -1.89183 -0.38506 1.14549
H: 3.78736 1.60397 -2.01991
C: 1.87840 0.58878 -0.91925
O: -0.79675 0.29894 1.44138
C: 0.21363 -0.90220 -1.64818
C: 1.35689 -0.14979 -1.88605
N: 2.98246 1.49847 -1.01558
H: -0.10453 -1.64638 -2.44182
H: 1.65466 1.60855 1.23954

Output
Orbital gap: 8.26 eV

Löwdin atomic charge list, values in e, 6 entries: number 1, C, carries -0.202; number 2, N, carries 0.142; number 3, H, carries 0.187; number 4, H, carries 0.111; number 5, C, carries 0.028; number 6, C, carries -0.120